<A>
C10H12N2O2 | ωB97M-V/def2-TZVPD

The geometry in ORCA input format:
```
! RIJCOSX wB97M-V def2-TZVPD def2/J DEFGRID3
* xyz 0 1
C -0.120 -2.450 -0.151
C -0.039 -0.949 -0.018
C -1.097 -0.278 0.378
O -2.386 -0.825 0.437
C -3.524 -0.173 0.335
O -4.543 -0.739 0.655
N -3.546 1.148 -0.172
N -4.734 1.893 -0.310
C 1.298 -0.355 0.157
C 1.502 0.580 1.145
C 2.740 1.267 1.220
C 3.746 1.032 0.317
C 3.494 0.136 -0.762
C 2.334 -0.579 -0.786
H -0.873 -2.908 0.580
H 0.994 -2.907 0.085
H -0.398 -2.757 -1.216
H -1.176 0.794 0.689
H -2.853 1.753 0.257
H -5.343 1.447 0.419
H -5.167 1.709 -1.228
H 0.751 0.771 1.744
H 2.939 2.003 1.866
H 4.693 1.511 0.180
H 4.274 0.061 -1.516
H 2.280 -1.223 -1.728
*
```

Its LUMO energy is 0.683 eV. As for the molar mass: 192.22 g mol⁻¹. The SMILES is C/C(=C\OC(=O)NN)c1ccccc1. The value obtained for the HOMO energy is -0.327 hartree. The orbital gap comes out at 9.568 eV.

Atom charges from the Löwdin analysis, given in e for atoms 1 to 6:
1. C -0.04
2. C -0.24
3. C -0.05
4. O 0.07
5. C -0.56
6. O 0.10


<B>
C10H12N2O2 | ωB97M-V/def2-TZVPD

The geometry in ORCA input format:
```
! RIJCOSX wB97M-V def2-TZVPD def2/J DEFGRID3
* xyz 0 1
C -1.413 -0.334 -0.158
C -1.969 0.877 -0.023
C -3.466 -0.573 0.022
C -0.036 -0.094 -0.395
C 0.268 1.250 -0.392
C -0.977 1.959 -0.025
C 1.614 1.811 -0.201
C 2.349 -0.495 -0.090
C 2.262 -1.008 1.324
C 2.848 -1.445 -1.174
N -3.327 0.755 0.191
N -4.764 -1.082 0.033
O -2.347 -1.271 -0.037
O 2.608 0.802 -0.453
H -1.311 2.584 -0.769
H -0.943 2.538 0.838
H 1.740 2.544 -1.054
H 1.645 2.192 0.912
H 1.500 -0.627 1.961
H 3.205 -0.803 1.655
H 1.984 -2.165 1.341
H 3.577 -2.209 -0.840
H 3.320 -0.832 -1.963
H 1.959 -2.003 -1.391
H -5.468 -0.382 0.279
H -4.860 -1.987 0.409
*
```

Its LUMO energy (alpha / beta) is 0.564 / 0.565 eV. As for the molar mass: 192.22 g mol⁻¹. The value obtained for the HOMO energy (alpha / beta) is -0.252 / -0.252 hartree. The orbital gap (alpha / beta) comes out at 7.419 / 7.420 eV.

Atom charges from the Löwdin analysis, given in e for atoms 1 to 6:
1. C -0.25
2. C -0.25
3. C -0.42
4. C 0.12
5. C -0.26
6. C -0.08


Energies in kcal/mol, measured from the most stable structure: <A> 0.0; <B> 80.2.


<A>
N2O3S | ωB97M-V/def2-TZVPD

The geometry in ORCA input format:
```
! RIJCOSX wB97M-V def2-TZVPD def2/J DEFGRID3
* xyz 0 1
O -1.434 -0.652 -0.720
N -0.948 0.425 -0.582
S 0.168 0.683 0.734
O 0.927 1.979 0.277
N 0.983 -0.723 0.188
O 0.304 -1.713 0.102
*
```

Its LUMO energy (alpha / beta) is -2.277 / -2.355 eV. As for the molar mass: 108.08 g mol⁻¹. The SMILES is O=NS(=O)#[N+][O-]. The value obtained for the HOMO energy (alpha / beta) is -0.366 / -0.363 hartree. The orbital gap (alpha / beta) comes out at 7.693 / 7.519 eV.

Charges computed using Löwdin, reported in e:
1. O -0.01
2. N -0.18
3. S 0.95
4. O -0.50
5. N -0.22
6. O -0.04


<B>
N2O3S | ωB97M-V/def2-TZVPD

The geometry in ORCA input format:
```
! RIJCOSX wB97M-V def2-TZVPD def2/J DEFGRID3
* xyz 0 1
N -1.077 -0.109 0.387
N 0.421 -0.850 -0.617
O 1.348 -0.962 0.394
O -1.773 0.286 -0.417
O 0.599 1.563 0.399
S 1.311 0.510 -0.308
*
```

Its LUMO energy is -0.950 eV. As for the molar mass: 108.08 g mol⁻¹. The value obtained for the HOMO energy is -0.343 hartree. The orbital gap comes out at 8.389 eV.

Charges computed using Löwdin, reported in e:
1. N 0.10
2. N -0.27
3. O -0.36
4. O 0.09
5. O -0.47
6. S 0.91


Energies in kcal/mol, measured from the most stable structure: <A> 12.2; <B> 0.0.


<A>
C10H14N3O | ωB97M-V/def2-TZVPD

The geometry in ORCA input format:
```
! RIJCOSX wB97M-V def2-TZVPD def2/J DEFGRID3
* xyz 1 1
N 3.132 0.100 0.441
C 1.979 0.791 0.009
N 0.864 0.437 0.851
C 0.946 0.381 2.169
O 2.175 0.254 2.662
C -0.407 0.443 2.818
C -1.236 0.048 1.643
N -0.562 0.590 0.516
C -0.981 -0.098 -0.621
C -1.979 0.552 -1.339
C -2.399 0.157 -2.586
C -1.727 -0.915 -3.061
C -0.816 -1.634 -2.327
C -0.390 -1.275 -1.082
H 3.155 -0.909 0.342
H 3.935 0.582 0.069
H 2.179 1.992 0.196
H 1.626 0.719 -1.122
H 2.882 0.257 1.788
H -0.559 -0.113 3.772
H -0.563 1.533 2.992
H -1.424 -1.046 1.633
H -2.306 0.411 1.715
H -2.438 1.512 -1.010
H -3.228 0.632 -3.119
H -1.914 -1.113 -4.077
H -0.191 -2.384 -2.915
H 0.246 -1.904 -0.357
*
```

Its LUMO energy is -3.156 eV. As for the molar mass: 192.24 g mol⁻¹. The SMILES is NC[N+]1=C(O)CCN1c1ccccc1. The value obtained for the HOMO energy is -0.454 hartree. The orbital gap comes out at 9.199 eV.

Atom charges from the Löwdin analysis, given in e for atoms 1 to 6:
1. N 0.07
2. C -0.17
3. N 0.01
4. C -0.24
5. O 0.09
6. C -0.02


<B>
C10H14N3O | ωB97M-V/def2-TZVPD

The geometry in ORCA input format:
```
! RIJCOSX wB97M-V def2-TZVPD def2/J DEFGRID3
* xyz 1 1
N 4.049 1.125 -1.761
C 2.947 0.869 -1.042
N 2.347 1.830 -0.364
N 2.449 -0.371 -1.044
C 1.385 -0.771 -0.196
C 0.306 -1.405 -0.624
C -0.831 -1.801 0.258
C -1.243 -0.753 1.356
C -2.675 -1.052 1.639
C -3.656 -0.363 1.042
C -3.346 0.757 0.203
C -2.088 1.241 0.094
C -1.001 0.644 0.829
O 0.090 1.190 1.004
H 4.436 2.052 -1.798
H 4.566 0.387 -2.205
H 2.748 2.753 -0.330
H 1.476 1.664 0.162
H 2.815 -1.049 -1.697
H 1.541 -0.518 0.842
H 0.206 -1.643 -1.674
H -1.697 -1.992 -0.375
H -0.593 -2.733 0.776
H -0.615 -0.905 2.238
H -2.881 -1.908 2.264
H -4.691 -0.627 1.189
H -4.160 1.240 -0.320
H -1.884 2.142 -0.465
*
```

Its LUMO energy is -3.348 eV. As for the molar mass: 192.24 g mol⁻¹. The SMILES is NC(N)=[NH+]/C=C/C[C@@H]1C=CC=CC1=O. The value obtained for the HOMO energy is -0.443 hartree. The orbital gap comes out at 8.717 eV.

Atom charges from the Löwdin analysis, given in e for atoms 1 to 6:
1. N 0.20
2. C -0.42
3. N 0.24
4. N 0.11
5. C -0.11
6. C -0.05


Energies in kcal/mol, measured from the most stable structure: <A> 57.6; <B> 0.0.


<A>
C5H12N3O | ωB97M-V/def2-TZVPD

The geometry in ORCA input format:
```
! RIJCOSX wB97M-V def2-TZVPD def2/J DEFGRID3
* xyz 1 1
C -1.554 -1.394 -0.619
C -3.246 0.327 -0.263
C -3.832 0.010 1.054
C 2.591 -0.878 -1.137
C 2.353 0.533 0.799
N -2.245 -0.292 -0.739
N 0.394 -0.156 -0.320
N 1.688 -0.592 0.012
O -0.257 -1.380 -0.544
H -2.035 -2.425 -0.682
H -3.490 1.201 -0.803
H -3.438 -0.884 1.402
H -4.917 -0.202 0.793
H -3.778 0.779 1.884
H 2.808 -0.016 -1.873
H 3.546 -0.927 -0.740
H 2.062 -1.763 -1.640
H 2.901 1.152 0.109
H 1.489 1.059 1.221
H 3.062 -0.007 1.439
H 1.665 -1.355 0.688
*
```

Its LUMO energy (alpha / beta) is -3.991 / -3.990 eV. As for the molar mass: 130.17 g mol⁻¹. The value obtained for the HOMO energy (alpha / beta) is -0.435 / -0.435 hartree. The orbital gap (alpha / beta) comes out at 7.842 / 7.842 eV.

Atom charges from the Löwdin analysis, given in e for atoms 1 to 6:
1. C -0.13
2. C -0.09
3. C -0.02
4. C -0.01
5. C 0.03
6. N 0.15


<B>
C5H12N3O | ωB97M-V/def2-TZVPD

The geometry in ORCA input format:
```
! RIJCOSX wB97M-V def2-TZVPD def2/J DEFGRID3
* xyz 1 1
C -3.566 0.831 0.602
N -2.553 0.126 0.349
N -1.530 0.014 1.229
C -0.287 -0.486 0.603
C 0.639 -0.981 1.730
O -0.651 -1.519 -0.252
C 0.745 0.403 -0.263
N 1.090 -0.073 -1.383
C 2.098 0.412 -2.274
H -3.681 1.438 1.499
H -4.368 0.812 -0.116
H -1.430 0.704 1.973
H 1.501 -1.501 1.323
H 0.076 -1.684 2.339
H 0.968 -0.156 2.355
H -1.621 -1.479 -0.357
H 1.198 1.290 0.158
H 0.571 -0.927 -1.654
H 2.552 1.325 -1.892
H 2.867 -0.351 -2.407
H 1.655 0.606 -3.252
*
```

Its LUMO energy is -4.225 eV. As for the molar mass: 130.17 g mol⁻¹. The SMILES is C=NN[C@@](C)(O)/C=[NH+]/C. The value obtained for the HOMO energy is -0.481 hartree. The orbital gap comes out at 8.870 eV.

Atom charges from the Löwdin analysis, given in e for atoms 1 to 6:
1. C 0.01
2. N -0.07
3. N 0.01
4. C -0.50
5. C 0.01
6. O 0.00


Energies in kcal/mol, measured from the most stable structure: <A> 85.4; <B> 0.0.


<A>
C9H12O3 | ωB97M-V/def2-TZVPD

The geometry in ORCA input format:
```
! RIJCOSX wB97M-V def2-TZVPD def2/J DEFGRID3
* xyz 0 1
C -1.185 2.338 -0.091
C 0.055 1.915 0.671
C 1.264 2.184 0.213
O 2.311 2.483 -0.161
C 0.061 0.981 1.870
C 0.709 -0.380 1.493
C -0.137 -1.256 0.526
C 0.233 -1.464 -0.950
C -0.781 -2.302 -1.702
O 1.628 -1.775 -1.463
C 1.135 -0.576 -1.575
O 1.511 0.449 -1.934
H -1.244 1.947 -1.168
H -1.123 3.424 -0.251
H -2.060 2.146 0.432
H 0.643 1.291 2.848
H -0.917 0.760 2.104
H 1.661 -0.172 1.044
H 0.820 -0.928 2.313
H -0.117 -2.262 0.917
H -1.177 -1.195 0.519
H -1.759 -1.724 -2.034
H -1.142 -3.088 -1.007
H -0.389 -2.796 -2.615
*
```

Its LUMO energy is 0.658 eV. As for the molar mass: 168.19 g mol⁻¹. The SMILES is CC(=C=O)CCC[C@]1(C)OC1=O. The value obtained for the HOMO energy is -0.299 hartree. The orbital gap comes out at 8.783 eV.

Atom charges from the Löwdin analysis, given in e for atoms 1 to 6:
1. C -0.04
2. C -0.27
3. C -0.19
4. O 0.20
5. C -0.14
6. C -0.14


<B>
C9H12O3 | ωB97M-V/def2-TZVPD

The geometry in ORCA input format:
```
! RIJCOSX wB97M-V def2-TZVPD def2/J DEFGRID3
* xyz 0 1
C -0.091 -3.769 1.316
O 0.364 -2.980 0.199
C 0.439 -1.636 0.114
C 1.634 -1.083 0.449
C 1.738 0.218 0.118
C 0.722 0.849 -0.462
O 1.120 2.118 -0.942
C 1.041 3.385 -0.156
C -0.600 0.364 -0.504
C -1.705 1.217 -1.088
O -2.944 1.010 -0.429
C -0.716 -1.009 -0.235
H -0.354 -3.166 2.119
H 0.572 -4.564 1.569
H -0.999 -4.271 1.044
H 2.389 -1.741 0.867
H 2.685 0.788 0.329
H -0.044 3.560 -0.239
H 1.572 4.116 -0.639
H 1.448 3.279 0.855
H -1.368 2.233 -0.956
H -1.810 0.919 -2.121
H -3.545 1.769 -0.691
H -1.549 -1.607 -0.518
*
```

Its LUMO energy is 0.750 eV. As for the molar mass: 168.19 g mol⁻¹. The SMILES is COc1ccc(OC)c(CO)c1. The value obtained for the HOMO energy is -0.310 hartree. The orbital gap comes out at 9.181 eV.

Atom charges from the Löwdin analysis, given in e for atoms 1 to 6:
1. C -0.04
2. O -0.11
3. C -0.34
4. C 0.00
5. C -0.04
6. C -0.25


Energies in kcal/mol, measured from the most stable structure: <A> 10.8; <B> 0.0.